1.
Molecular formula: C5H10O
Method: DFT, ωB97M-V/def2-TZVPD

Computed properties:
ΔE to the lowest compared entry with this formula, charge and spin = 788.98 kJ/mol
charge = 0
lowest unoccupied orbital energy = 0.4 eV

```
16
Properties=species:S:1:pos:R:3:forces:R:3
C 1.0540 -0.5746 0.8621 2.3 -1.0 -0.7
C -0.0778 -0.0203 -0.0684 0.3 -0.2 1.3
C -0.8059 -1.2397 -0.9333 0.9 0.4 -0.5
C 0.5553 1.2999 -0.6418 1.1 0.3 -1.0
C -0.8791 0.9576 0.8404 -2.0 -1.6 -0.2
H 2.0068 -0.9061 0.2214 -2.0 0.7 1.0
H 1.4509 0.3637 1.4597 -1.0 -2.6 -0.6
H 0.7898 -1.5822 1.3915 0.2 2.3 -0.4
H -1.0812 -2.2065 -0.3796 0.5 1.8 0.0
H 0.0310 -1.6298 -1.6601 -1.8 1.0 0.9
H -1.7859 -0.9437 -1.4697 1.9 -0.1 0.6
H -0.2879 1.8719 -1.4591 3.1 -1.4 2.5
H 1.8249 1.0524 -1.0589 -4.1 1.5 1.2
H -1.8724 1.3087 0.0199 3.0 -0.2 3.1
H -1.4243 0.2059 2.0062 1.9 3.1 -3.2
O 0.5019 2.0428 0.8699 -4.3 -3.8 -4.0
```
Positions in Å, forces in eV/Å.



2.
Molecular formula: C33H33N5O4PPt
Method: DFT, ωB97M-V/def2-TZVPD

Computed properties:
ΔE to the lowest compared entry with this formula, charge and spin = 21.78 kJ/mol
charge = +3
lowest unoccupied orbital energy = -9.5 eV

```
77
Properties=species:S:1:pos:R:3:forces:R:3
Pt -0.0224 0.1122 0.4849 0.5 0.2 -0.7
O 1.6310 -3.8420 3.7274 0.0 0.0 0.0
C 1.7153 -4.4245 2.5237 0.0 0.0 0.0
C 2.1212 -5.7524 2.3924 0.0 0.0 0.0
C 2.1929 -6.3444 1.1518 0.0 0.0 0.0
C 1.8607 -5.6310 -0.0059 0.0 0.0 0.0
C 1.4611 -4.3270 0.1064 0.0 0.0 0.0
C 1.3766 -3.6862 1.3648 0.0 0.0 0.1
C 0.9523 -2.3090 1.4055 0.1 0.0 -0.1
O 0.6208 -1.7685 0.2275 -0.4 -0.1 0.1
N 0.8910 -1.6179 2.5422 0.0 0.1 -0.1
N 0.4447 -0.3725 2.3164 0.0 -0.1 0.1
C 0.2938 0.5568 3.1977 0.0 0.0 0.0
C -0.1345 1.8619 2.6921 0.3 0.1 0.0
C -0.2503 2.9770 3.4977 0.0 0.0 0.0
C -0.4858 4.2164 2.9088 0.0 0.0 0.0
C -0.5669 4.3075 1.5310 0.0 0.0 0.0
C -0.4637 3.1522 0.7700 -0.2 0.0 0.0
N -0.2894 1.9611 1.3364 -0.1 -0.2 0.2
H 1.9005 -4.4649 4.4157 0.0 0.0 0.0
H 2.3792 -6.3147 3.2821 0.0 0.0 0.0
H 2.5108 -7.3759 1.0763 0.0 0.0 0.0
H 1.9235 -6.1053 -0.9744 0.0 0.0 0.0
H 1.2149 -3.7620 -0.7810 0.0 0.0 0.0
H 0.5402 0.3673 4.2361 0.0 0.0 0.0
H -0.1283 2.8792 4.5682 0.0 0.0 0.0
H -0.5773 5.1017 3.5241 0.0 0.0 0.0
H -0.7111 5.2569 1.0353 0.0 0.0 0.0
H -0.5376 3.1779 -0.3086 0.0 0.0 0.0
O 5.5187 0.8304 -3.5384 0.0 0.0 0.0
C 5.7398 0.7340 -2.1563 0.0 0.0 0.0
C 4.4065 0.6747 -1.4711 0.0 0.0 0.0
C 4.3056 0.3895 -0.1131 0.0 0.0 0.0
C 3.0604 0.3508 0.4762 0.1 0.1 0.1
N 1.9431 0.6019 -0.2160 0.0 -0.1 0.4
C 2.0177 0.8556 -1.5353 0.1 -0.2 -0.1
C 3.2328 0.8998 -2.1868 0.0 0.0 0.0
C 0.7207 1.0686 -2.2033 0.0 0.1 0.1
C 0.6068 1.6228 -3.4642 0.1 0.0 0.0
C -0.6432 1.9460 -3.9747 0.0 0.0 0.0
C -0.7842 2.5346 -5.3463 0.0 0.0 0.0
O 0.4990 2.7381 -5.8701 0.0 0.0 0.0
C -1.7531 1.7372 -3.1553 0.0 0.0 0.0
C -1.5812 1.1704 -1.9161 0.0 -0.2 -0.2
N -0.3727 0.7909 -1.4584 -0.2 0.2 0.2
H 6.3597 0.8853 -4.0052 0.0 0.0 0.0
H 6.2797 1.6052 -1.7635 0.0 0.0 0.0
H 6.3158 -0.1578 -1.8853 0.0 0.0 0.0
H 5.1844 0.1894 0.4859 0.0 0.0 0.0
H 2.9443 0.1180 1.5279 0.0 0.0 0.0
H 3.2972 1.0812 -3.2496 0.0 0.0 0.0
H 1.4842 1.8420 -4.0545 0.0 0.0 0.0
H -1.3581 3.4661 -5.2693 0.0 0.0 0.0
H -1.3761 1.8365 -5.9522 0.0 0.0 0.0
H 0.4427 3.0832 -6.7680 0.0 0.0 0.0
H -2.7494 2.0166 -3.4736 0.0 0.0 0.0
H -2.4267 1.0077 -1.2640 0.0 0.0 0.0
C -2.3686 -1.9485 -0.6484 -0.1 0.0 0.0
P -2.1478 -0.8793 0.7800 0.1 0.1 0.1
C -2.2310 -1.9319 2.2424 0.0 0.0 0.0
C -3.4988 0.2834 0.9055 0.1 0.0 0.0
C -3.5592 1.1016 2.0384 0.0 0.0 0.0
C -4.6338 1.9541 2.2173 0.0 0.0 0.0
C -5.6534 1.9911 1.2716 0.0 0.0 0.0
C -5.6005 1.1779 0.1484 0.0 0.0 0.0
C -4.5246 0.3226 -0.0415 0.0 0.0 0.0
H -2.3383 -1.3875 -1.5809 0.0 0.0 0.0
H -3.3363 -2.4464 -0.5569 0.0 0.0 0.0
H -1.5764 -2.6953 -0.6507 0.0 0.0 0.0
H -3.2851 -2.1898 2.3643 0.0 0.0 0.0
H -1.8906 -1.4184 3.1396 0.0 0.0 0.0
H -1.6512 -2.8437 2.1023 0.0 0.0 0.0
H -2.7800 1.0595 2.7929 0.0 0.0 0.0
H -4.6904 2.5775 3.0994 0.0 0.0 0.0
H -6.5001 2.6480 1.4196 0.0 0.0 0.0
H -6.4058 1.1962 -0.5733 0.0 0.0 0.0
H -4.5055 -0.3195 -0.9138 0.0 0.0 0.0
```
Positions in Å, forces in eV/Å.



3.
Molecular formula: C51H74N4O3P2SScSi
Method: DFT, ωB97M-V/def2-TZVPD

Computed properties:
ΔE to the lowest compared entry with this formula, charge and spin = 0.00 kJ/mol
charge = +1
lowest unoccupied orbital energy = -3.0 eV

```
137
Properties=species:S:1:pos:R:3:forces:R:3
Sc -0.3151 0.4337 0.2133 -0.2 0.4 1.0
C -2.3928 -0.6317 -5.1372 0.0 0.0 0.0
C -2.0077 0.7143 -4.5125 0.1 0.1 -0.1
C -3.2436 1.4481 -3.9952 -0.1 0.0 0.0
P -0.6336 0.5230 -3.2527 -0.2 0.0 0.0
C 0.6679 -0.1373 -4.4197 0.0 0.0 -0.1
C 1.9228 -0.6509 -3.7207 0.1 0.1 0.1
C 1.0764 0.6183 -5.6849 0.0 0.0 0.0
C -0.3965 2.3056 -2.8673 0.0 0.0 0.0
C 0.2621 3.2066 -3.7037 0.1 0.0 0.0
C 0.3472 4.5603 -3.4172 0.0 0.0 0.1
C -0.2531 5.0346 -2.2620 0.0 0.0 0.0
C -0.9222 4.1631 -1.4207 0.0 0.2 -0.1
C -1.0254 2.7937 -1.6984 0.0 -0.1 0.1
N -1.6507 1.8982 -0.7954 0.1 -0.2 0.1
C -2.8324 2.2723 -0.1618 0.1 0.0 -0.1
C -3.5382 3.4670 -0.4035 0.0 0.1 0.0
C -4.5710 3.8783 0.4171 0.0 0.0 0.0
C -4.9743 3.1067 1.5005 0.1 0.0 -0.1
C -4.4315 1.8392 1.6270 0.0 0.0 0.0
C -3.4299 1.3814 0.7729 -0.1 -0.1 0.1
P -2.9281 -0.3555 0.5215 0.2 0.0 -0.4
C -3.6418 -0.6373 -1.1690 -0.1 0.0 0.0
C -3.2796 -2.0203 -1.7050 0.0 -0.1 0.0
C -5.1470 -0.3836 -1.2463 0.0 0.0 0.0
C -3.8951 -1.6457 1.4757 -0.1 0.0 -0.1
C -4.7823 -1.2742 2.6584 0.1 0.0 0.1
C -3.0025 -2.8348 1.8312 0.0 0.0 0.0
H -3.4010 -0.5773 -5.5514 0.0 0.0 0.0
H -2.3849 -1.4390 -4.4013 0.0 0.0 0.0
H -1.7266 -0.9191 -5.9502 0.0 0.0 0.0
H -1.5596 1.3445 -5.2872 -0.1 0.0 0.0
H -3.9051 0.7749 -3.4518 0.0 0.0 0.0
H -3.8094 1.8349 -4.8444 0.0 0.0 0.0
H -3.0083 2.2918 -3.3453 0.0 0.0 0.0
H 0.1114 -1.0215 -4.7524 0.0 -0.1 0.1
H 2.6272 0.1685 -3.5600 0.0 0.0 0.0
H 2.4310 -1.3803 -4.3551 0.0 0.0 0.0
H 1.7063 -1.1223 -2.7603 0.0 0.0 -0.1
H 1.7586 1.4367 -5.4564 0.0 0.0 0.0
H 0.2344 1.0123 -6.2541 0.0 0.0 0.0
H 1.6189 -0.0629 -6.3448 0.0 0.0 0.0
H 0.7070 2.8498 -4.6192 0.0 0.0 0.0
H 0.8617 5.2294 -4.0936 0.0 0.0 0.0
H -0.2067 6.0869 -2.0093 0.0 0.0 0.0
H -1.3677 4.5564 -0.5189 0.0 0.0 -0.1
H -3.2648 4.0947 -1.2382 0.0 0.0 0.0
H -5.0619 4.8194 0.2052 0.0 0.0 0.0
H -5.7469 3.4471 2.1746 0.0 0.0 0.0
H -4.8139 1.1879 2.3960 0.0 0.0 0.0
H -3.1234 0.1055 -1.7762 0.0 0.0 0.1
H -3.6956 -2.8236 -1.0927 0.0 0.0 0.0
H -2.2004 -2.1706 -1.7706 0.0 0.0 0.0
H -3.7013 -2.1433 -2.7048 0.0 0.0 0.0
H -5.7196 -1.2047 -0.8092 0.0 0.0 0.0
H -5.4603 -0.3135 -2.2906 0.0 0.0 0.0
H -5.4428 0.5437 -0.7545 0.0 0.0 0.0
H -4.5602 -2.0045 0.6895 -0.1 0.1 0.0
H -4.2023 -0.8796 3.4970 0.0 0.1 0.0
H -5.2759 -2.1838 3.0068 0.0 0.0 0.0
H -5.5627 -0.5640 2.3997 0.0 0.0 0.0
H -3.6202 -3.7280 1.9425 0.0 0.0 0.0
H -2.2562 -3.0337 1.0615 0.0 0.0 0.0
H -2.4850 -2.6782 2.7752 0.0 0.0 0.0
C 3.4766 2.1454 -1.5671 0.0 0.0 0.0
C 3.4515 3.4888 -1.2363 0.0 0.0 0.0
C 2.4583 3.9665 -0.3939 0.0 0.0 0.0
C 1.5020 3.0835 0.0719 0.0 0.0 0.1
N 1.5095 1.7906 -0.2796 -0.1 -0.3 -0.3
C 2.4802 1.3266 -1.0636 0.1 0.2 0.0
C 0.4621 3.4384 1.0733 0.1 0.0 0.0
C 0.1681 4.7192 1.5121 0.0 0.0 0.1
C -0.8068 4.8673 2.4900 0.1 0.0 0.0
C -1.3923 3.7485 3.0634 0.0 0.0 0.0
C -0.9971 2.5003 2.6060 -0.1 -0.1 0.1
N -0.1459 2.3759 1.5928 0.1 -0.1 -0.3
C -1.2756 1.1992 3.2784 0.1 0.2 0.0
C -1.7976 1.1107 4.5574 0.0 -0.1 0.0
C -1.7448 -0.1126 5.2101 0.0 0.0 0.0
C -1.1676 -1.1945 4.5688 0.0 0.0 0.0
C -0.7172 -1.0311 3.2674 -0.1 0.0 0.1
N -0.7847 0.1330 2.6329 0.0 0.0 -0.4
H 4.2502 1.7278 -2.1960 0.0 0.0 0.0
H 4.2100 4.1625 -1.6116 0.0 0.0 0.0
H 2.4421 5.0053 -0.0969 0.0 0.0 0.0
H 2.4621 0.2643 -1.2633 0.0 0.0 0.0
H 0.6601 5.5808 1.0857 0.0 0.0 0.0
H -1.0901 5.8556 2.8250 0.0 0.0 0.0
H -2.1212 3.8479 3.8541 0.0 0.0 0.0
H -2.1913 1.9848 5.0544 0.0 0.0 0.0
H -2.1261 -0.2059 6.2181 0.0 0.0 0.0
H -1.0766 -2.1566 5.0531 0.0 0.0 0.0
H -0.2921 -1.8525 2.7071 0.0 0.0 0.0
C 3.9474 0.8790 1.8815 0.1 0.1 0.0
C 2.9577 0.0285 2.6653 -0.1 -0.1 -0.1
C 3.6838 -1.1030 3.3798 0.1 0.1 0.1
C 2.2179 0.8850 3.6785 0.0 0.0 0.1
O 1.9568 -0.5124 1.7523 0.0 0.0 -0.1
Si 2.0832 -1.9155 0.8683 0.1 0.1 0.1
S 0.3921 -1.8747 -0.3663 0.1 -0.1 0.0
O 2.1394 -3.1709 1.8994 0.1 0.0 -0.1
C 1.6607 -4.5185 2.0438 0.0 0.1 0.0
C 2.4990 -5.1352 3.1535 0.0 0.0 0.0
C 1.8356 -5.2851 0.7448 0.0 -0.1 0.0
C 0.1953 -4.4685 2.4317 -0.1 -0.1 0.1
O 3.4849 -1.7283 0.0576 -0.1 0.0 0.0
C 4.4181 -2.4706 -0.7447 -0.1 0.0 0.1
C 5.3594 -3.2073 0.1965 0.1 0.0 0.0
C 5.1720 -1.4184 -1.5437 0.0 0.0 -0.1
C 3.6988 -3.4355 -1.6925 0.0 0.0 0.0
H 4.7766 1.1643 2.5307 0.0 0.0 0.0
H 3.4794 1.7946 1.5171 0.0 0.0 0.0
H 4.3466 0.3201 1.0365 0.0 0.0 0.0
H 4.3661 -0.6754 4.1167 0.0 0.0 0.0
H 4.2715 -1.7087 2.6891 0.0 0.0 0.0
H 2.9794 -1.7540 3.8950 0.0 0.0 0.0
H 2.9398 1.3849 4.3260 0.0 0.0 0.0
H 1.5590 0.2817 4.3056 0.0 0.0 0.0
H 1.6268 1.6470 3.1723 0.0 0.0 0.0
H 3.5532 -5.1342 2.8751 0.0 0.0 0.0
H 2.1921 -6.1636 3.3468 0.0 0.0 0.0
H 2.3869 -4.5624 4.0746 0.0 0.0 0.0
H 2.8884 -5.3405 0.4773 0.1 0.0 0.0
H 1.2837 -4.8087 -0.0675 0.0 0.0 0.0
H 1.4636 -6.3048 0.8542 0.0 0.0 0.0
H 0.0643 -3.9192 3.3665 0.0 0.0 0.0
H -0.1875 -5.4785 2.5803 0.0 0.0 0.0
H -0.3900 -3.9881 1.6472 0.0 0.0 0.0
H 5.9512 -2.4999 0.7795 0.0 0.0 0.0
H 6.0411 -3.8467 -0.3664 0.0 0.0 0.0
H 4.7925 -3.8314 0.8865 -0.1 0.0 0.0
H 5.5967 -0.6695 -0.8738 0.0 0.0 0.0
H 4.4975 -0.9260 -2.2479 0.0 0.0 0.0
H 5.9807 -1.8759 -2.1135 0.0 0.0 0.0
H 3.6027 -4.4308 -1.2664 0.0 0.0 0.0
H 4.2524 -3.5312 -2.6272 0.0 0.0 0.0
H 2.7018 -3.0692 -1.9332 0.0 0.1 0.0
```
Positions in Å, forces in eV/Å.



4.
Molecular formula: C13H36InN4O2S
Method: DFT, ωB97M-V/def2-TZVPD

Computed properties:
charge = -1
lowest unoccupied orbital energy = 2.7 eV

```
57
Properties=species:S:1:pos:R:3:forces:R:3
C -1.6074 -2.3070 0.7522 -0.1 -0.1 0.4
C -0.0296 -2.3045 0.6565 -0.7 -0.1 -0.3
N 0.5211 -2.2284 -0.7058 0.2 0.4 0.2
In 0.1500 -0.3656 -1.6726 -0.6 0.5 0.4
S 0.2784 -0.4311 -4.1632 -0.4 0.1 -0.6
C 1.5137 1.2166 -0.7279 -0.8 0.3 1.3
C 0.8458 1.5640 0.6529 0.6 -0.3 -0.8
C -0.5892 2.1918 0.6513 0.9 -0.3 0.4
N 1.4265 1.3141 1.7783 -0.6 0.0 -0.8
H -2.0353 -3.3391 0.6232 0.4 0.8 0.1
H -1.9194 -1.9147 1.7600 0.2 -0.5 -0.8
H -2.0792 -1.6480 -0.0112 0.5 -0.4 0.5
H 0.3425 -1.4292 1.2416 -0.2 -0.6 -0.4
H 0.3262 -3.2380 1.1650 -0.2 0.6 -0.1
H 0.2834 -3.0397 -1.2714 -0.1 0.1 0.3
H -1.5371 0.1352 -1.2434 0.3 -0.1 -0.3
H -0.9442 0.0375 -4.6044 0.8 -0.3 0.7
H 1.5442 2.1562 -1.3306 0.0 -0.8 0.2
H 2.5397 0.8059 -0.5281 -0.8 0.5 -0.3
H -1.0550 2.0810 -0.3515 0.2 0.3 0.9
H -0.5146 3.2582 0.9675 -0.1 -0.6 -0.4
H -1.1941 1.6704 1.4375 0.5 0.3 -0.8
H 2.3319 0.8836 1.5550 -0.2 0.2 0.2
C -5.7445 5.8358 -0.3766 -0.3 0.1 -0.1
C -4.4621 6.0696 -1.1704 0.0 -0.2 0.3
C -3.7630 4.7718 -1.6167 0.2 0.1 -0.1
O -3.0684 4.0896 -0.5876 -0.3 0.1 -0.2
C -3.8877 3.3070 0.2639 0.3 0.0 0.2
N -3.5653 6.9227 -0.3819 0.1 0.0 -0.2
H -5.5513 5.5501 0.6573 0.1 0.0 -0.1
H -6.3398 6.7515 -0.3447 0.1 0.0 0.0
H -6.3567 5.0571 -0.8380 0.0 0.0 0.0
H -4.7401 6.6151 -2.0783 0.1 0.0 0.0
H -2.9995 5.0394 -2.3531 0.0 0.0 0.1
H -4.4603 4.0937 -2.1246 -0.1 0.0 0.1
H -4.7250 2.8531 -0.2738 0.0 0.1 0.0
H -4.2528 3.9139 1.0961 -0.2 -0.1 0.0
H -3.2737 2.5110 0.6845 0.0 0.0 -0.1
H -2.7587 7.1633 -0.9528 -0.1 0.1 0.0
H -3.1721 6.3448 0.3587 -0.1 0.0 0.0
C 4.4904 -5.7269 -0.5606 0.2 -0.1 -0.2
C 3.9500 -4.3588 -0.1500 -0.1 -0.3 0.3
C 4.7563 -3.6895 0.9793 -0.2 0.3 -0.2
O 4.5318 -4.2310 2.2749 0.3 0.0 -0.1
C 5.2299 -5.4313 2.5415 -0.3 0.1 0.2
N 2.5351 -4.4935 0.2011 0.2 0.1 0.3
H 4.2154 -6.5146 0.1416 0.0 0.1 0.1
H 4.0837 -6.0150 -1.5325 0.0 0.1 0.1
H 5.5808 -5.7111 -0.6476 0.0 0.0 0.0
H 4.0208 -3.7074 -1.0267 0.0 0.1 0.1
H 4.4379 -2.6456 1.0426 -0.1 -0.1 0.1
H 5.8307 -3.6746 0.7519 0.1 -0.2 0.0
H 6.2137 -5.4489 2.0630 0.0 0.0 -0.1
H 4.6384 -6.2932 2.2251 0.2 -0.1 -0.1
H 5.3679 -5.5076 3.6218 0.0 0.1 0.0
H 2.1503 -3.5640 0.3686 -0.2 0.0 -0.5
H 2.4895 -4.9453 1.1132 0.0 -0.1 -0.1
```
Positions in Å, forces in eV/Å.



5.
Molecular formula: C4H7N
Method: DFT, ωB97M-V/def2-TZVPD

Computed properties:
ΔE to the lowest compared entry with this formula, charge and spin = 486.60 kJ/mol
charge = 0
SMILES string = C#CC=C.N
lowest unoccupied orbital energy = 0.8 eV

```
12
Properties=species:S:1:pos:R:3:forces:R:3
C -0.6574 1.2231 -1.5927 -0.3 -0.1 1.2
C -0.2118 0.5655 -0.6480 2.2 0.5 -2.6
C 1.0403 -0.0606 -0.1349 -0.4 -1.4 -1.5
C 1.2618 -1.3901 -0.2494 -0.4 0.9 0.8
H -1.3776 1.9099 -1.9916 0.1 -0.3 -0.2
H 1.8648 0.5920 0.1392 -0.3 0.1 0.3
H 2.1393 -1.8665 0.1735 0.2 0.2 -0.3
H 0.5009 -2.0608 -0.6360 0.0 0.2 0.0
N -1.1643 0.3391 1.2847 2.6 -1.6 1.2
H -1.9260 1.0097 1.1995 1.3 0.2 0.3
H -1.4873 -0.6094 1.0904 0.3 0.5 0.2
H 0.0174 0.3482 1.3653 -5.3 0.7 0.5
```
Positions in Å, forces in eV/Å.



6.
Molecular formula: C5H4ClIN3O3
Method: DFT, ωB97M-V/def2-TZVPD

Computed properties:
charge = +1
⟨S²⟩ = 2.011
spin multiplicity = 3
lowest unoccupied orbital energy (alpha / beta) = -5.0 / -5.3 eV

```
17
Properties=species:S:1:pos:R:3:forces:R:3
C -0.8735 -0.1868 0.3169 -1.1 -2.4 -0.2
C -1.5187 0.9741 0.5268 1.1 -2.0 -0.1
C 0.5010 1.5076 -0.1858 -0.3 -0.4 -0.3
C 1.8786 -2.9430 -0.9309 2.0 -0.9 1.4
C 1.5467 -0.6655 -0.3631 1.6 3.0 1.5
N 0.4091 0.1701 -0.0985 0.7 -1.3 -0.2
N -0.6602 1.9559 0.2843 0.4 5.4 -0.8
N -2.8410 1.1624 0.9150 -2.6 0.4 0.2
O -3.6041 0.2112 0.6994 1.1 1.7 0.8
O -3.0937 2.2862 1.3665 -0.1 -1.6 -0.5
O 1.2407 -1.7861 -0.8899 -3.0 0.3 -0.9
Cl 1.7220 2.3432 -1.0219 -0.9 -0.1 0.8
I 3.2481 -0.1464 0.8643 -0.8 -0.9 -0.6
H -1.3788 -1.2258 0.3612 1.6 1.8 0.0
H 2.8117 -3.0596 -0.4481 0.7 0.1 0.5
H 1.5441 -3.5833 -1.6495 -0.9 -1.5 -1.7
H -0.9321 2.9857 0.2533 0.4 -1.8 0.2
```
Positions in Å, forces in eV/Å.